[1]
30
Properties=species:S:1:pos:R:3:nbo_charge:R:1 method="wB97M-V/def2-TZVPD" homo_lumo_gap_ev=8.852 spin_multiplicity=1 smiles=Cc1nccnc1SC1CCCCC1 relative_energy_kcal_mol=46.9
N -0.18 1.03 -1.94 -0.42
N -0.91 3.73 -2.40 -0.37
S 0.44 1.20 0.67 0.20
C -0.35 1.47 -3.15 -0.01
C -0.72 2.81 -3.37 -0.02
C -0.22 1.88 -0.91 0.05
C -0.68 3.19 -1.12 0.16
C -0.83 4.13 0.08 -0.65
C 0.93 -3.39 1.59 -0.40
C 0.78 -3.02 0.09 -0.41
C -0.15 -2.58 2.25 -0.40
C 1.03 -1.45 -0.15 -0.43
C -0.11 -1.04 2.16 -0.42
C 0.04 -0.60 0.68 -0.31
H -0.24 0.78 -3.99 0.20
H -0.71 3.32 -4.34 0.20
H -0.99 3.66 1.10 0.24
H -1.61 4.75 -0.21 0.23
H 0.13 4.68 0.18 0.23
H 2.01 -3.16 2.02 0.19
H 0.80 -4.42 1.71 0.21
H -0.17 -3.42 -0.24 0.20
H 1.50 -3.52 -0.57 0.21
H 0.01 -2.76 3.35 0.21
H -1.18 -2.93 1.91 0.20
H 0.86 -1.13 -1.23 0.25
H 1.93 -1.13 0.38 0.20
H 0.68 -0.60 2.87 0.21
H -1.13 -0.74 2.42 0.22
H -0.96 -0.74 0.14 0.22

[2]
125
Properties=species:S:1:pos:R:3:mulliken_charge:R:1 method="wB97M-V/def2-TZVPD" homo_lumo_gap_ev=10.234 spin_multiplicity=1 smiles="C[C@H]1COC(=O)O1.C[C@H]1COC(=O)O1.C[C@H]1COC(=O)O1.C[C@H]1COC(=O)O1.C[C@H]1COC(=O)O1.COC(=O)OC.COC(=O)OC.CCCC#N.CCCC#N.CCCC#N" relative_energy_kcal_mol=49.5
C -16.03 12.74 7.69 -0.89
C -15.73 13.20 6.25 -0.02
C -14.28 13.76 6.05 -0.62
O -13.59 12.82 5.35 -0.42
C -14.47 11.83 4.98 0.19
O -14.17 10.89 4.30 -0.49
O -15.69 12.00 5.51 0.18
H -15.65 11.71 7.58 -0.03
H -17.12 12.60 8.01 0.28
H -15.61 13.40 8.40 0.56
H -16.43 13.78 5.63 0.44
H -13.84 13.84 7.03 0.39
H -14.40 14.74 5.58 0.33
C -17.75 9.31 7.24 0.77
C -18.25 8.43 6.13 0.25
C -17.23 8.33 5.00 0.54
O -17.13 6.94 4.68 0.98
C -17.76 6.25 5.69 -0.50
O -17.92 5.05 5.72 -0.49
O -18.43 7.02 6.49 -0.22
H -17.39 8.71 8.06 -1.58
H -18.46 9.99 7.58 0.79
H -16.95 9.98 6.90 -0.85
H -19.22 8.70 5.66 0.51
H -16.20 8.75 5.18 -0.37
H -17.74 8.89 4.23 -0.60
C -17.72 4.32 10.73 -1.54
C -18.22 4.85 9.36 1.07
C -19.81 4.60 9.24 -0.46
O -20.39 5.91 9.26 -0.35
C -19.50 6.76 9.41 0.34
O -19.63 7.98 9.53 -0.62
O -18.26 6.27 9.38 0.25
H -17.87 3.30 10.58 0.60
H -18.35 4.63 11.53 0.39
H -16.65 4.53 10.92 0.03
H -17.66 4.44 8.55 -0.20
H -20.25 4.09 10.11 0.31
H -20.10 4.17 8.28 0.30
C -17.16 2.13 3.88 -1.07
C -15.82 2.13 3.03 0.19
C -15.53 3.43 2.33 0.28
O -14.18 3.75 2.64 -0.27
C -13.82 2.88 3.55 0.74
O -12.68 2.72 3.98 -0.66
O -14.72 2.07 3.93 -0.26
H -18.00 2.40 3.31 0.39
H -17.01 2.92 4.70 0.02
H -17.37 1.24 4.50 0.44
H -15.77 1.22 2.28 0.22
H -16.07 4.26 2.72 -0.31
H -15.77 3.25 1.24 0.30
C -20.53 4.60 3.89 -1.25
C -20.38 5.45 2.66 0.45
C -20.32 6.92 2.93 0.35
O -19.19 7.29 2.13 -0.29
C -18.56 6.10 1.67 0.58
O -17.62 6.26 0.95 -0.55
O -19.18 5.06 2.10 -0.23
H -21.19 5.14 4.56 0.34
H -19.58 4.21 4.24 0.03
H -21.10 3.72 3.55 0.51
H -21.26 5.19 2.02 0.24
H -19.94 7.04 3.94 -0.43
H -21.21 7.58 2.84 0.32
C -13.78 2.98 11.36 -0.81
O -14.54 2.83 10.25 -0.26
C -14.09 2.82 9.05 0.78
O -12.73 2.70 8.72 -0.70
O -14.93 3.12 8.12 -0.17
C -14.53 3.30 6.77 -1.02
H -13.84 4.03 11.62 0.25
H -12.79 2.73 11.17 0.46
H -14.32 2.49 12.14 0.27
H -15.43 3.76 6.33 0.02
H -14.36 2.39 6.28 0.82
H -13.61 3.94 6.68 0.30
C -14.37 8.66 14.39 -0.74
O -14.71 9.34 13.22 -0.32
C -15.88 9.25 12.48 0.80
O -16.94 8.27 12.74 -0.62
O -15.92 10.07 11.45 -0.35
C -17.07 9.98 10.59 -0.09
H -15.34 8.60 14.84 0.34
H -13.84 9.13 15.18 0.32
H -14.02 7.67 14.21 0.28
H -17.13 10.93 10.04 0.19
H -18.01 9.97 11.09 0.41
H -16.99 9.15 9.95 -0.16
C -14.48 6.90 9.75 -1.65
C -15.08 6.52 8.31 2.59
C -14.43 7.20 7.07 1.99
C -14.28 8.70 7.20 -0.28
N -14.16 9.81 7.41 -0.55
H -15.16 6.52 10.55 0.18
H -14.31 7.95 9.72 0.50
H -13.50 6.48 9.84 0.42
H -16.05 6.96 8.23 -1.22
H -15.10 5.40 8.26 -1.19
H -15.13 7.19 6.29 -1.21
H -13.46 6.80 6.74 0.57
C -12.60 6.76 3.29 -1.01
C -13.44 7.86 2.76 -0.10
C -14.88 7.32 2.66 1.09
C -15.77 8.41 2.37 -0.37
N -16.40 9.31 2.17 -0.39
H -11.55 7.01 3.14 0.49
H -12.66 5.87 2.62 0.16
H -12.75 6.61 4.34 0.11
H -13.09 8.07 1.74 0.38
H -13.51 8.74 3.37 0.11
H -15.18 6.78 3.57 -0.56
H -15.10 6.55 1.86 0.41
C -17.85 12.40 1.23 -1.29
C -17.92 12.56 2.70 -0.14
C -18.23 11.36 3.54 1.52
C -18.86 11.66 4.77 -0.04
N -19.36 11.88 5.81 -0.70
H -18.73 11.85 0.76 0.28
H -16.91 11.86 0.87 0.26
H -17.87 13.43 0.72 0.37
H -18.70 13.26 3.03 0.42
H -16.98 13.03 3.09 -0.10
H -17.29 11.00 3.71 -0.87
H -18.75 10.55 3.05 0.47

[3]
60
Properties=species:S:1:pos:R:3:nbo_charge:R:1 method="wB97M-V/def2-TZVPD" homo_lumo_gap_ev=6.839 spin_multiplicity=1 smiles="CCCCCCc1c(OCC)cc(OB(O)O)c2c1C(=O)c1ccccc1C2=O.CC#N" relative_energy_kcal_mol=475.6
C 6.66 0.94 0.58 -0.64
C 5.44 -0.14 0.25 -0.41
C 5.16 -0.28 -1.39 -0.42
C 3.52 -0.50 -1.59 -0.42
C 2.87 0.80 -2.36 -0.41
C 1.28 0.62 -2.77 -0.46
C 0.61 -0.48 -1.76 0.02
C 0.53 -2.08 -2.23 0.34
O 1.08 -2.38 -3.57 -0.53
C 0.44 -3.56 -4.18 -0.08
C -1.14 -3.32 -4.61 -0.67
C -0.10 -3.18 -1.17 -0.34
C -0.67 -2.73 0.30 0.34
O -1.23 -3.62 1.33 -0.73
B -2.05 -4.71 0.75 1.32
O -1.47 -6.09 0.82 -0.91
O -3.38 -4.58 0.13 -0.91
C -0.57 -1.11 0.71 -0.14
C 0.08 0.03 -0.30 -0.09
C 0.16 1.60 0.25 0.52
O 1.17 2.44 -0.02 -0.53
C -1.08 2.11 1.22 -0.11
C -1.64 3.67 1.26 -0.19
C -2.91 3.99 2.28 -0.21
C -3.62 2.83 3.22 -0.22
C -3.03 1.28 3.20 -0.19
C -1.76 0.96 2.20 -0.09
C -1.12 -0.58 2.16 0.51
O -1.05 -1.27 3.31 -0.53
H 7.48 0.85 -0.26 0.21
H 7.10 0.69 1.65 0.22
H 6.17 2.03 0.59 0.21
H 5.66 -1.20 0.75 0.21
H 4.50 0.29 0.83 0.20
H 5.65 -1.30 -1.74 0.21
H 5.54 0.65 -2.00 0.21
H 3.28 -1.44 -2.28 0.21
H 3.10 -0.70 -0.52 0.22
H 3.45 0.96 -3.38 0.20
H 3.02 1.82 -1.76 0.24
H 0.74 1.68 -2.63 0.24
H 1.15 0.36 -3.93 0.24
H 0.59 -4.57 -3.56 0.19
H 1.02 -3.75 -5.20 0.21
H -1.18 -2.26 -5.15 0.23
H -1.90 -3.40 -3.73 0.24
H -1.35 -4.11 -5.49 0.23
H -0.11 -4.30 -1.51 0.25
H -0.62 -5.98 1.38 0.50
H -3.79 -3.72 0.42 0.50
H -1.15 4.51 0.58 0.26
H -3.29 5.10 2.31 0.27
H -4.53 3.03 3.93 0.23
H -3.49 0.40 3.84 0.26
C -6.98 5.43 5.03 -0.71
C -5.71 5.96 4.39 0.30
N -4.65 6.39 3.85 -0.35
H -6.93 5.57 6.12 0.26
H -7.84 5.97 4.64 0.26
H -7.09 4.37 4.81 0.25

[4]
9
Properties=species:S:1:pos:R:3:nbo_charge:R:1 method="wB97M-V/def2-TZVPD" homo_lumo_gap_ev=7.114 spin_multiplicity=1 relative_energy_kcal_mol=102.3
C 1.33 1.47 0.01 0.12
C -0.89 -1.24 0.10 0.37
C 1.36 0.13 -0.01 -0.34
C -1.50 -0.13 -0.12 -0.58
N 1.26 2.60 0.24 -0.23
N -0.09 -2.12 0.23 -0.57
S 1.68 -1.46 0.04 0.71
H -1.83 0.10 -1.16 0.26
H -1.32 0.65 0.66 0.27

[5]
111
Properties=species:S:1:pos:R:3:mulliken_spin:R:1 method="wB97M-V/def2-TZVPD" homo_lumo_gap_ev=4.539 spin_multiplicity=2 charge=-2 relative_energy_kcal_mol=28.1
Sr -0.09 -0.92 0.87 0.07
C -0.14 3.93 -0.72 0.00
C 1.26 3.92 -0.48 0.00
C 1.42 3.60 0.92 0.00
C 0.12 3.53 1.47 0.00
C -0.84 3.73 0.48 0.00
C -2.34 3.73 0.67 0.00
C -2.81 2.52 1.49 0.00
C -3.04 3.71 -0.69 0.00
C -2.79 4.99 1.42 0.00
C 2.61 3.18 1.80 0.00
C 2.15 3.07 3.26 0.00
C 3.79 4.15 1.81 0.00
C 3.08 1.76 1.43 0.00
C 2.18 4.46 -1.57 0.00
C 1.48 4.35 -2.94 0.00
C 3.52 3.74 -1.75 0.00
C 2.44 5.97 -1.37 0.00
H -0.60 4.16 -1.67 0.00
H -0.11 3.24 2.49 0.00
H -2.43 1.58 1.09 0.00
H -3.91 2.49 1.52 0.00
H -2.44 2.56 2.52 0.00
H -2.73 2.83 -1.26 0.00
H -2.77 4.59 -1.27 0.00
H -4.12 3.69 -0.57 0.00
H -2.30 5.05 2.39 0.00
H -3.87 5.01 1.57 0.00
H -2.50 5.89 0.85 0.00
H 1.77 4.03 3.63 0.00
H 3.00 2.78 3.89 0.00
H 1.37 2.32 3.39 0.00
H 3.45 5.15 2.09 0.00
H 4.30 4.22 0.86 0.00
H 4.54 3.83 2.55 0.00
H 2.28 1.05 1.63 0.00
H 3.95 1.47 2.03 0.00
H 3.35 1.67 0.38 0.00
H 1.18 3.31 -3.14 0.00
H 2.16 4.67 -3.73 0.00
H 0.58 4.97 -2.98 0.00
H 3.36 2.68 -1.91 0.00
H 4.18 3.86 -0.90 0.00
H 4.05 4.14 -2.63 0.00
H 1.48 6.50 -1.35 0.00
H 3.05 6.38 -2.18 0.00
H 2.94 6.17 -0.43 0.00
C -2.68 0.03 -1.32 0.00
O -1.29 0.34 -1.26 -0.01
C -0.61 0.37 -2.43 -0.04
C -1.21 0.45 -3.67 0.00
C -0.42 0.48 -4.81 0.00
Br -1.26 0.60 -6.51 0.00
C 0.95 0.41 -4.74 0.00
C 1.56 0.31 -3.48 -0.01
C 0.79 0.30 -2.33 0.05
O 1.32 0.22 -1.10 0.02
C 3.01 0.20 -3.35 0.00
N 3.62 -0.02 -2.21 0.00
C 4.97 -0.03 -2.49 0.00
C 6.06 -0.20 -1.65 0.00
C 7.32 -0.16 -2.21 0.00
C 7.50 0.04 -3.59 0.00
C 6.43 0.22 -4.44 0.00
C 5.16 0.18 -3.87 0.00
N 3.89 0.33 -4.39 0.00
H -2.82 -0.91 -1.86 0.00
H -3.24 0.84 -1.79 0.00
H -3.01 -0.10 -0.29 0.00
H -2.29 0.50 -3.76 0.00
H 1.53 0.42 -5.65 0.00
H 2.30 0.14 -1.18 0.00
H 5.91 -0.36 -0.59 0.00
H 8.19 -0.29 -1.58 0.00
H 8.51 0.07 -3.99 0.00
H 6.57 0.39 -5.50 0.00
H 3.66 0.51 -5.34 0.00
S -1.25 -5.87 1.51 0.26
Sb 0.33 -4.44 0.67 0.39
S 1.24 -3.01 2.29 0.14
S -0.38 -3.07 -1.11 0.14
C -1.44 -4.12 6.82 0.00
C -2.83 -4.26 6.20 0.00
C -3.12 -5.73 5.93 0.01
C -4.46 -5.89 5.23 0.00
C -4.42 -5.13 3.93 0.01
C -5.09 -5.57 2.81 0.00
C -4.99 -4.87 1.62 0.01
F -5.66 -5.34 0.55 0.00
C -4.22 -3.75 1.50 -0.01
C -3.55 -3.27 2.63 0.03
C -2.68 -2.09 2.49 -0.02
O -2.46 -1.65 1.35 -0.02
C -2.18 -1.55 3.72 0.01
C -2.32 -2.28 4.86 -0.01
N -2.94 -3.48 4.95 0.00
C -3.64 -3.96 3.85 -0.01
C -1.35 -0.28 3.84 -0.01
O -1.32 0.27 4.95 0.00
O -0.74 0.07 2.79 0.00
H -1.35 -4.84 7.64 0.00
H -1.25 -3.13 7.23 0.00
H -0.68 -4.35 6.07 0.00
H -3.58 -3.88 6.90 0.00
H -3.11 -6.26 6.88 0.00
H -2.33 -6.14 5.30 0.00
H -5.26 -5.51 5.87 0.00
H -4.68 -6.94 5.03 0.00
H -5.68 -6.48 2.85 0.00
H -4.08 -3.24 0.56 0.00
H -1.89 -1.88 5.76 0.00

[6]
16
Properties=species:S:1:pos:R:3:nbo_charge:R:1 method="wB97M-V/def2-TZVPD" homo_lumo_gap_ev=10.062 spin_multiplicity=1 relative_energy_kcal_mol=20.5
C 1.02 3.12 -1.13 -0.48
N 0.90 1.23 0.94 -0.83
C 1.25 0.94 -0.36 0.27
N 1.24 1.71 -1.38 -0.48
H 0.03 3.33 -0.69 0.18
H 0.90 3.62 -2.09 0.21
H 1.80 3.64 -0.58 0.19
H 1.35 0.66 1.63 0.39
H 0.93 2.23 1.10 0.38
H 1.43 -0.09 -0.62 0.17
H -3.34 -2.31 0.73 0.47
H -2.00 -1.74 1.29 0.48
O -2.40 -2.28 0.60 -0.95
H -1.47 -5.32 0.15 0.46
H -0.78 -4.04 -0.15 0.47
O -0.87 -4.69 0.56 -0.93